(1)
This record from the OMol25 dataset describes 2 unconnected molecules or ions with the total composition C4H8N in a non-equilibrium geometry. The level of theory is ωB97M-V/def2-TZVPD.

Values from the calculation:
**Charge**: +1
**Frontier orbital gap**: 8.5 eV

Each line ends with the natural charge from an NBO analysis.
Atoms and positions in Å:
H: -2.12727 -0.86144 -0.17240  0.260
H: 0.49245 1.55468 1.24491  0.262
H: 0.90913 -1.53011 1.79451  0.482
C: -1.59123 0.07599 0.12548  -0.627
C: 0.75056 -0.72750 -0.97935  -0.220
H: 1.62653 1.56413 -0.35270  0.243
H: 0.32593 -1.80843 -1.16978  0.272
C: -0.09298 0.18233 -0.23446  0.125
H: -2.08706 0.80500 -0.45121  0.260
H: -1.66274 0.35767 1.15448  0.235
H: 1.43468 -0.22503 -1.71245  0.233
C: 0.92861 1.04612 0.40699  -0.197
N: 1.09339 -0.43341 0.34599  -0.327

=====

(2)
This record from the OMol25 dataset describes 2 unconnected molecules or ions with the total composition C2H3IN2S in a non-equilibrium geometry. The level of theory is ωB97M-V/def2-TZVPD.

Values from the calculation:
**Frontier orbital gap (alpha / beta)**: 7.6 / 6.9 eV

Each line ends with the natural charge from an NBO analysis.
Atoms and positions in Å:
I: -2.83493 0.67717 4.66539  0.444
H: -1.00661 1.09958 0.99554  0.191
S: -0.08996 -0.96651 1.69492  0.489
C: -1.07148 0.31121 1.85835  -0.400
H: 2.36322 -1.03300 -0.74948  0.353
N: -2.97352 -0.20740 2.99591  -0.586
H: -0.09793 -0.94863 -0.76448  0.182
N: 1.90240 -0.94430 0.07535  -0.586
C: 0.64593 -0.81502 0.11968  -0.089

=====

Number 1: DFT total energy -211.4676 hartree. Number 2: DFT total energy -883.1096 hartree.